[1]
{"formula": "C7H8F3NO", "method": "ωB97M-V/def2-TZVPD", "species": ["C", "C", "C", "C", "C", "C", "C", "N", "O", "F", "F", "F", "H", "H", "H", "H", "H", "H", "H", "H"], "coordinates": [[0.00989, 2.87469, -0.24195], [0.28345, 1.79133, 0.61840], [-0.31986, 2.37261, -1.47555], [0.00663, 0.71224, -0.15295], [-0.24336, -1.79353, -1.05212], [0.09753, -1.01060, 0.15787], [-0.86260, -1.06494, 1.47155], [1.34167, -1.42379, 0.57737], [-0.31377, 0.98405, -1.38894], [-2.15460, -0.75635, 1.26879], [-0.77263, -2.30712, 1.92595], [-0.30032, -0.25248, 2.35011], [0.28619, 3.94657, 0.00315], [0.43580, 1.78438, 1.61739], [-0.42332, 2.77217, -2.43931], [0.27616, -1.50217, -1.86495], [0.13041, -2.75111, -0.89290], [-1.18813, -1.78550, -1.39164], [1.88239, -0.66348, 1.06244], [1.82848, -1.92697, -0.15272]], "atomic_forces_ev_per_a": [[0.989, 2.262, -0.992], [-1.311, -0.602, -2.854], [0.596, -0.537, 1.814], [0.915, -4.909, 1.668], [0.479, -0.052, 2.281], [-2.717, 5.009, 0.787], [1.526, -1.080, -3.229], [2.572, 0.829, 1.476], [-0.391, 1.711, -1.204], [0.532, 0.097, 0.265], [-0.710, -0.584, 0.820], [-0.429, 0.361, 1.093], [-0.842, -1.459, -0.514], [0.703, 0.149, 2.716], [-0.333, 0.457, -0.886], [2.162, 1.687, -2.556], [-0.009, -2.153, 0.455], [-3.685, -0.146, -0.552], [-0.482, -1.478, -0.949], [0.437, 0.437, 0.361]], "smiles": "C[C@@](N)(c1ccco1)C(F)(F)F", "e_above_lowest_kcal_mol": 16.0, "charge": 0, "homo_lumo_gap_ev": 9.6, "e_lumo_ev": 0.8908}

---

[2]
{"formula": "C6H12O2", "method": "ωB97M-V/def2-TZVPD", "species": ["C", "C", "C", "C", "C", "O", "C", "H", "H", "H", "H", "H", "H", "H", "H", "H", "H", "H", "H", "O"], "coordinates": [[0.61793, 0.48398, -2.97352], [0.40264, 0.88568, -1.50653], [0.80260, 0.11830, -0.51025], [0.39636, 0.34944, 0.90366], [0.61015, -0.60000, 1.82019], [1.21518, -1.77944, 1.43255], [0.19760, -0.56896, 3.25702], [-0.15489, -0.20874, -3.30359], [0.56600, 1.40618, -3.56001], [1.62797, 0.10624, -3.01891], [-0.21276, 1.77105, -1.37613], [1.31007, -0.82868, -0.58713], [0.01646, 1.32397, 1.17423], [1.03238, -2.46863, 2.06711], [0.89879, -1.06798, 3.92518], [-0.75174, -1.10180, 3.31815], [0.04588, 0.45477, 3.59375], [-2.43052, 0.33023, -2.18738], [-3.31122, 0.44290, -0.87270], [-2.87889, 0.95149, -1.59571]], "atomic_forces_ev_per_a": [[0.056, 1.382, 1.273], [-0.256, -0.440, -1.525], [-0.928, 0.150, 1.937], [0.925, -0.145, -0.622], [0.135, -0.040, 0.111], [-0.032, 0.291, -0.352], [-0.344, 0.181, -0.256], [0.228, -0.153, -0.161], [0.004, -0.319, -0.268], [0.104, -0.558, -0.540], [0.115, -0.077, 0.438], [0.288, -0.038, -0.780], [-0.202, -0.084, 0.194], [-0.045, -0.173, 0.317], [0.191, 0.063, -0.106], [-0.156, -0.018, 0.289], [-0.055, -0.045, 0.039], [-0.239, -0.003, 0.477], [0.663, 0.329, -0.982], [-0.451, -0.305, 0.518]], "smiles": "C/C=C/C=C(/C)O.O", "e_above_lowest_kcal_mol": 46.3, "charge": 0, "homo_lumo_gap_ev": 8.5, "e_lumo_ev": 0.7081}

---

[3]
{"formula": "C6H6PS", "method": "ωB97M-V/def2-TZVPD", "species": ["C", "C", "C", "C", "C", "C", "P", "S", "H", "H", "H", "H", "H", "H"], "coordinates": [[0.97006, -1.92029, 0.08728], [-0.33790, -1.64735, 0.16577], [1.94895, -0.93293, -0.14095], [-0.89863, -0.35095, 0.03512], [0.02889, 0.94964, 0.03925], [-0.79673, 2.25918, 0.10377], [1.70181, 0.79692, -0.14900], [-2.56413, -0.10270, -0.13407], [1.26947, -2.97904, -0.01909], [-1.14072, -2.39682, 0.32754], [3.06807, -1.24269, -0.31682], [-0.19046, 3.12535, 0.17893], [-1.72716, 2.20686, 0.78240], [-1.33152, 2.23483, -0.96013]], "atomic_forces_ev_per_a": [[2.757, -0.400, -1.144], [-3.148, 0.968, 0.411], [1.962, -0.484, -0.129], [2.012, 2.896, 0.184], [-3.380, -2.394, 0.579], [-1.824, -2.301, -2.356], [0.308, -0.421, 0.156], [-0.567, -0.371, 0.086], [-0.019, 0.522, 0.479], [0.932, 0.152, -0.308], [-2.302, 0.441, 0.400], [0.527, 0.891, 0.289], [1.804, 0.012, -0.639], [0.940, 0.489, 1.992]], "smiles": "Cc1pcccc1[S-]", "e_above_lowest_kcal_mol": 0.0, "charge": -1, "homo_lumo_gap_ev": 6.7, "e_lumo_ev": 3.8183}

---

[4]
{"formula": "C2H5BrN2O", "method": "ωB97M-V/def2-TZVPD", "species": ["C", "C", "N", "N", "O", "Br", "H", "H", "H", "H", "H"], "coordinates": [[0.33034, 0.17412, -0.39496], [-1.14420, -0.78977, 1.15494], [1.33771, -0.10962, -1.18540], [-0.13543, 1.34332, -0.12407], [-0.13752, -0.95431, 0.09765], [0.44385, 2.87102, -0.92621], [-1.56798, -1.70184, 1.48162], [-0.61570, -0.27143, 2.02005], [-1.92726, -0.10246, 0.84750], [1.92290, 0.67360, -1.63512], [1.49329, -1.13263, -1.33600]], "atomic_forces_ev_per_a": [[0.478, -0.440, -0.362], [1.429, 2.358, 0.773], [2.625, 0.093, -2.085], [-2.735, -3.601, 3.727], [-2.047, -1.232, 1.446], [2.093, 5.151, -3.030], [0.087, -1.219, -0.200], [-0.721, -0.791, -0.964], [0.029, -0.099, -0.249], [-1.518, -1.920, 0.932], [0.281, 1.700, 0.010]], "e_above_lowest_kcal_mol": 1.3, "multiplicity": 3, "charge": 0, "homo_lumo_gap_ev": [5.5, 6.6], "e_lumo_ev": [0.6593, -2.3010]}